1.
ORCA calculation (the ωB97M-V functional and the def2-TZVPD basis) on the ion C4H9N2 with charge +1 in a non-equilibrium geometry.

Element x y z (Å)
C -1.055 -1.317 0.564
N -0.090 -0.752 -0.199
C 1.143 -0.340 0.546
C 1.330 1.083 0.020
N 0.357 1.479 -0.702
C -0.582 0.331 -0.915
H -0.804 -2.115 1.138
H -1.718 -1.655 -0.310
H -1.599 -0.612 1.302
H 2.035 -0.909 0.192
H 0.856 -0.109 1.536
H 2.134 1.700 0.331
H 0.181 2.441 -1.004
H -0.631 0.063 -2.011
H -1.556 0.711 -0.487

Output
Kohn-Sham gap: 8.8 eV
Total charge: +1
LUMO level: -0.1775 hartree
Spin multiplicity: 1
HOMO: -13.6 eV
Structure (SMILES): CN1CC=[NH+]C1

2.
ORCA calculation (the ωB97M-V functional and the def2-TZVPD basis) on a structure of composition C4H6ErO2 in a non-equilibrium geometry.

Element x y z (Å)
O -1.579 -0.891 -1.588
C -2.214 -1.745 -0.883
H -1.279 -0.023 -1.044
H -1.977 -1.572 0.208
C -0.882 1.210 0.424
C -0.674 0.511 1.566
C 0.587 -0.302 1.801
O 1.566 -0.122 0.843
Er 1.332 1.453 -0.643
H -1.393 0.485 2.403
H -1.893 1.655 0.330
H 0.287 -1.372 1.891
H 0.953 -0.034 2.819

Output
Kohn-Sham gap (alpha / beta): 4.5 / 4.8 eV
LUMO level (alpha / beta): -0.0520 / -0.0477 hartree
Spin multiplicity: 5
HOMO (alpha / beta): -5.9 / -6.1 eV

3.
ORCA calculation (the ωB97M-V functional and the def2-TZVPD basis) on a structure of composition C19H29N7PtS in a non-equilibrium geometry.

Element x y z (Å)
Pt 0.741 0.788 1.150
C 0.929 5.628 -1.608
N 0.208 4.365 -1.419
C -1.247 4.492 -1.430
C 0.759 3.245 -0.911
N 0.070 2.289 -0.347
N 2.129 3.126 -1.090
C 3.014 2.183 -0.620
N 4.268 2.326 -1.079
N 2.660 1.223 0.177
H 0.427 6.201 -2.382
H 1.959 5.501 -1.929
H 0.928 6.215 -0.688
H -1.519 5.248 -2.160
H -1.639 4.799 -0.456
H -1.711 3.558 -1.740
H -0.900 2.539 -0.211
H 2.534 3.816 -1.699
H 4.541 3.060 -1.711
H 4.984 1.677 -0.804
H 3.423 0.612 0.437
C -1.447 1.886 3.221
C -0.777 0.563 3.667
C -0.582 0.554 5.190
C -1.694 -0.619 3.253
C 0.519 0.418 2.989
H -2.426 1.964 3.693
H -1.581 1.903 2.137
H -0.847 2.746 3.518
H -1.551 0.642 5.681
H 0.043 1.388 5.513
H -0.118 -0.376 5.520
H -2.656 -0.487 3.746
H -1.270 -1.574 3.567
H -1.848 -0.642 2.176
H 1.398 0.171 3.594
S -2.357 -4.646 -1.287
C -1.455 -3.228 -0.688
C -0.542 -3.351 0.356
C 0.078 -2.219 0.842
N -0.161 -1.004 0.330
C -1.025 -0.878 -0.687
C -1.688 -1.964 -1.221
C -1.119 -5.188 -2.471
C -0.100 -6.039 -2.079
C 0.854 -6.386 -3.029
N 0.819 -5.936 -4.279
C -0.177 -5.141 -4.651
C -1.180 -4.734 -3.778
H -0.336 -4.314 0.801
H 0.781 -2.275 1.660
H -1.173 0.117 -1.081
H -2.390 -1.829 -2.032
H -0.056 -6.439 -1.075
H 1.672 -7.051 -2.777
H -0.178 -4.818 -5.685
H -1.989 -4.100 -4.115

Output
Kohn-Sham gap (alpha / beta): 6.0 / 6.0 eV
Total charge: +2
LUMO level (alpha / beta): -0.2837 / -0.2836 hartree
Spin multiplicity: 1
HOMO (alpha / beta): -13.7 / -13.7 eV

4.
ORCA calculation (the ωB97M-V functional and the def2-TZVPD basis) on an isolated molecule of C3H5NO2.

Element x y z (Å)
C -1.736 0.049 -0.092
C -0.283 0.449 -0.051
O 0.066 1.594 -0.266
N 0.676 -0.523 0.191
C 2.014 -0.081 0.073
O 2.847 -0.637 -0.590
H -2.020 -0.115 -1.137
H -2.302 0.909 0.269
H -1.985 -0.840 0.492
H 0.477 -1.510 0.094
H 2.203 0.819 0.671

Output
Kohn-Sham gap: 11.0 eV
LUMO level: 0.0272 hartree
Spin multiplicity: 1
HOMO: -10.2 eV
Structure (SMILES): CC(=O)NC=O